Record 1
C15H25N10SSc | ωB97M-V with the def2-TZVPD basis set

Values from the calculation:
Net charge: +4
Largest force on an atom in eV Å⁻¹: 0.42
Energy relative to the best compared isomer or geometry (same formula, charge and spin) in kJ/mol: 0.00
E_tot in Eh: -2291.739841

The geometry in XYZ format:
```
52
Properties=species:S:1:pos:R:3:forces:R:3:nbo_charge:R:1
Sc -0.277 0.300 0.235 0.18 0.30 -0.05 1.8741
N 3.512 2.063 -0.545 0.01 -0.03 0.05 -0.4419
C 4.126 1.105 0.230 -0.05 -0.01 0.01 -0.0008
C 3.130 0.317 0.715 0.06 0.05 0.01 -0.0767
N 1.913 0.782 0.245 -0.17 0.06 -0.03 -0.6586
C 2.195 1.852 -0.517 0.05 -0.02 -0.03 0.3305
C 1.094 2.557 -1.160 0.30 -0.04 0.02 0.3393
N -0.137 2.073 -0.977 -0.33 -0.27 0.00 -0.6594
C -0.996 2.911 -1.673 -0.14 -0.04 0.07 -0.0511
C -0.266 3.889 -2.263 -0.04 0.03 -0.05 -0.0017
N 1.046 3.644 -1.928 0.16 0.07 -0.01 -0.4387
H 4.006 2.798 -1.039 0.01 0.00 0.01 0.4710
H 5.194 1.073 0.372 0.00 0.02 -0.01 0.2921
H 3.218 -0.526 1.380 0.00 0.00 -0.01 0.2544
H -2.062 2.759 -1.692 0.00 -0.01 0.00 0.2678
H -0.558 4.724 -2.878 0.02 0.00 0.00 0.2930
H 1.823 4.222 -2.227 0.00 0.00 0.02 0.4706
C -1.286 2.594 5.160 -0.01 0.00 0.02 -0.6934
C -2.149 2.069 4.079 -0.02 0.05 0.06 0.3877
N -3.442 2.064 4.050 0.02 -0.05 -0.06 -0.1487
N -3.790 1.481 2.870 0.03 0.02 0.05 -0.2963
C -2.749 1.116 2.151 -0.23 -0.04 -0.09 0.2699
S -2.722 0.331 0.617 0.12 -0.06 0.07 -0.2052
N -1.686 1.481 2.895 0.14 0.03 0.07 -0.2172
N -0.363 1.268 2.464 -0.05 0.01 0.02 -0.6863
H -1.929 2.978 5.950 0.00 0.00 0.00 0.3157
H -0.654 3.412 4.810 0.00 0.00 -0.01 0.2588
H -0.659 1.808 5.588 0.00 0.00 0.00 0.2600
H -4.773 1.368 2.642 -0.01 0.01 0.01 0.4783
H 0.097 2.182 2.420 0.02 -0.01 -0.01 0.4261
H 0.122 0.753 3.204 0.01 -0.04 -0.04 0.4303
C 0.727 -4.088 -0.973 -0.01 -0.01 -0.02 -0.2482
C 0.496 -2.825 -0.113 0.01 0.04 0.04 -0.2615
N -0.141 -1.737 -0.918 -0.09 -0.01 -0.06 -0.5346
C -1.503 -2.211 -1.337 0.02 -0.01 -0.06 -0.2627
C -1.419 -3.571 -2.065 0.01 0.00 0.01 -0.2511
N 0.031 -3.884 -2.287 0.00 0.01 0.02 -0.3292
C 0.686 -2.771 -3.050 0.01 0.00 0.02 -0.2490
C 0.686 -1.516 -2.147 -0.03 -0.03 -0.05 -0.2632
H 0.315 -4.979 -0.503 0.00 0.00 -0.01 0.2742
H 1.780 -4.264 -1.183 0.00 0.00 0.01 0.2601
H 1.453 -2.468 0.270 -0.01 0.00 0.01 0.2382
H -0.156 -3.051 0.731 0.00 -0.01 0.00 0.2477
H -1.944 -1.456 -1.991 0.01 0.01 0.01 0.2439
H -2.127 -2.304 -0.451 -0.02 0.00 0.01 0.2579
H -1.911 -3.547 -3.036 -0.01 0.00 0.01 0.2712
H -1.849 -4.381 -1.480 0.01 0.00 0.00 0.2645
H 0.101 -4.748 -2.835 0.00 0.00 0.00 0.4808
H 0.124 -2.624 -3.970 -0.01 0.00 0.01 0.2631
H 1.696 -3.086 -3.306 0.00 0.00 -0.01 0.2689
H 0.277 -0.670 -2.702 0.02 0.00 0.02 0.2445
H 1.699 -1.268 -1.831 0.01 -0.01 0.00 0.2409
```
Positions in Å, forces in eV/Å.



Record 2
C29H45AsMnN3S5Si3Te | ωB97M-V with the def2-TZVPD basis set

Values from the calculation:
Multiplicity: 5
Largest force on an atom in eV Å⁻¹: 0.49
Energy relative to the best compared isomer or geometry (same formula, charge and spin) in kJ/mol: 0.00
E_tot in Eh: -7810.661309
⟨S²⟩: 6.2883

The geometry in XYZ format:
```
88
Properties=species:S:1:pos:R:3:forces:R:3:lowdin_spin:R:1
Mn 0.067 -0.503 -0.900 0.22 -0.30 0.33 4.1306
C -4.500 1.533 -0.363 0.03 0.01 0.08 0.0008
Si -2.615 1.526 -0.553 -0.02 0.07 0.12 0.0071
C -2.305 2.045 -2.348 0.03 -0.06 -0.03 0.0015
C -2.011 2.898 0.581 -0.01 -0.03 -0.03 0.0012
C -1.889 -0.147 -0.104 -0.08 0.08 -0.24 -0.0215
Si -1.794 -0.456 1.752 -0.07 0.04 0.10 0.0035
C -0.515 0.592 2.649 -0.04 -0.05 -0.09 0.0016
C -1.434 -2.270 2.132 0.00 0.01 -0.06 0.0017
C -3.432 -0.086 2.622 0.06 0.03 0.00 -0.0030
Si -2.867 -1.484 -0.906 0.00 -0.16 -0.05 0.0072
C -3.325 -1.197 -2.710 -0.04 -0.05 0.08 0.0010
C -4.404 -2.160 -0.056 0.02 0.06 -0.03 0.0009
C -1.629 -2.936 -1.009 0.05 0.04 -0.01 0.0092
C -1.961 -4.273 -1.198 -0.03 0.09 0.02 -0.0014
C -0.971 -5.216 -1.406 0.01 -0.03 -0.01 0.0071
C 0.349 -4.799 -1.455 0.04 -0.04 0.00 -0.0012
C 0.627 -3.463 -1.264 0.02 0.01 0.10 0.0055
N -0.327 -2.561 -1.008 -0.24 0.05 -0.11 -0.0162
H -4.865 2.535 -0.605 -0.01 0.02 0.00 0.0002
H -4.806 1.310 0.661 -0.01 0.00 -0.05 0.0001
H -5.018 0.837 -1.026 0.04 -0.04 -0.04 0.0001
H -1.729 2.971 -2.380 0.00 0.03 0.02 0.0002
H -3.255 2.221 -2.860 -0.02 0.00 0.01 0.0000
H -1.753 1.302 -2.927 0.00 -0.03 0.01 0.0003
H -2.414 3.847 0.216 0.00 0.03 0.00 0.0002
H -0.924 2.983 0.619 -0.01 -0.03 -0.01 0.0002
H -2.370 2.764 1.603 -0.01 -0.01 0.02 0.0000
H 0.217 1.044 1.984 0.02 0.03 -0.01 0.0007
H 0.031 -0.018 3.374 -0.02 -0.02 0.03 0.0003
H -1.008 1.402 3.192 0.02 0.02 0.01 -0.0001
H -0.536 -2.644 1.638 0.05 0.00 0.01 0.0004
H -2.263 -2.923 1.853 0.02 -0.02 -0.01 0.0002
H -1.277 -2.385 3.207 -0.02 0.04 0.05 0.0001
H -3.698 0.970 2.544 0.01 -0.01 0.02 0.0000
H -3.302 -0.307 3.685 0.01 -0.02 0.03 -0.0004
H -4.274 -0.676 2.260 0.01 0.00 -0.02 0.0001
H -4.002 -0.354 -2.850 -0.03 0.02 0.05 0.0000
H -3.823 -2.094 -3.089 -0.01 0.00 -0.01 0.0001
H -2.446 -1.018 -3.327 0.03 0.02 -0.03 0.0003
H -5.138 -1.371 0.117 0.00 0.01 -0.01 0.0001
H -4.179 -2.625 0.904 -0.02 0.01 0.01 0.0000
H -4.879 -2.910 -0.693 0.00 -0.02 -0.03 0.0000
H -3.003 -4.563 -1.185 -0.02 0.00 0.00 -0.0001
H -1.223 -6.260 -1.547 0.00 0.00 0.01 0.0004
H 1.158 -5.493 -1.633 0.00 0.01 -0.01 -0.0004
H 1.632 -3.077 -1.313 0.10 -0.03 0.02 -0.0007
C 3.544 0.048 -3.479 -0.03 -0.04 0.01 0.0013
As 1.847 0.229 -4.364 -0.09 0.03 0.03 0.0102
C 2.117 -0.518 -6.117 0.01 -0.01 0.00 0.0041
C 1.548 2.109 -4.688 0.02 -0.03 -0.05 -0.0009
S 0.226 -0.830 -3.509 0.07 -0.03 -0.07 0.0494
H 4.331 0.322 -4.182 0.01 0.02 0.02 0.0001
H 3.663 -0.984 -3.154 -0.01 0.01 -0.03 0.0003
H 3.567 0.692 -2.605 0.00 0.03 0.04 0.0006
H 2.967 -0.036 -6.599 0.00 0.00 0.00 0.0005
H 1.215 -0.359 -6.705 0.00 -0.01 0.01 0.0003
H 2.296 -1.587 -6.016 0.00 0.01 -0.01 0.0002
H 2.049 2.381 -5.617 0.00 0.01 0.00 0.0000
H 1.939 2.689 -3.859 0.00 0.01 0.01 -0.0013
H 0.477 2.279 -4.772 0.01 -0.02 0.01 0.0000
S 5.076 4.665 1.141 -0.07 -0.02 0.01 -0.0015
C 3.714 3.812 0.773 0.17 0.04 -0.01 -0.0006
S 3.349 3.212 -0.827 0.10 0.04 0.09 -0.0029
C 1.896 2.472 -0.223 -0.16 -0.13 -0.30 0.0051
N 1.689 2.662 1.025 -0.04 0.00 -0.04 -0.0050
N 2.702 3.404 1.579 -0.06 0.05 -0.04 -0.0014
C 2.610 3.627 2.987 0.05 0.02 0.08 -0.0001
C 2.340 2.540 3.804 0.00 0.01 -0.02 0.0000
C 2.215 2.739 5.169 0.00 -0.03 -0.01 0.0000
C 2.366 4.009 5.706 0.00 0.00 0.02 0.0000
C 2.639 5.086 4.875 0.00 0.01 0.01 -0.0001
C 2.759 4.903 3.506 -0.02 -0.06 0.00 0.0000
S 0.881 1.643 -1.382 -0.06 0.39 0.14 -0.0557
H 2.220 1.557 3.366 0.00 0.01 -0.01 0.0001
H 2.000 1.895 5.811 0.00 0.00 0.02 0.0000
H 2.271 4.159 6.773 0.00 0.01 0.01 0.0000
H 2.754 6.078 5.291 0.00 0.00 0.00 0.0000
H 2.970 5.733 2.849 0.00 0.01 -0.01 0.0000
Te 2.502 -0.724 0.327 0.08 -0.10 -0.08 -0.1075
C 2.611 -2.555 1.348 0.07 -0.01 -0.03 -0.0065
C 3.171 -3.741 0.951 -0.03 0.06 -0.06 -0.0101
C 3.164 -4.735 1.962 0.02 -0.03 0.06 -0.0010
C 2.618 -4.284 3.127 0.02 -0.04 0.02 -0.0124
S 2.116 -2.661 2.988 -0.09 0.04 0.01 -0.0026
H 3.601 -3.891 -0.029 -0.02 0.02 -0.05 0.0000
H 3.561 -5.731 1.836 0.00 -0.01 0.00 0.0002
H 2.500 -4.824 4.052 -0.01 0.00 0.02 -0.0007
```
Positions in Å, forces in eV/Å.



Which value of energy relative to the best compared isomer or geometry (same formula, charge and spin) does entry 1 give? 0.00 kJ/mol



What is the energy relative to the best compared isomer or geometry (same formula, charge and spin) in the second record? 0.00 kJ/mol



Which value of E_tot does entry 1 give? -2291.739841 Eh